The following is a DFT calculation (the ωB97M-V functional and the def2-TZVPD basis) of 5 unconnected molecules or ions with the total composition C61H40I2N4O11P at a distorted geometry.

Values from the calculation:
* highest occupied orbital energy: -10.6 eV
* LUMO: -0.1757 hartree
* charge: +1
* DFT total energy: -4331.59875 hartree

Geometry (Å):
C1 -0.50 -4.19 5.66
C2 -2.10 -4.47 5.87
I1 -2.75 -4.96 7.95
C3 -3.14 -4.44 4.76
I2 -2.60 -3.95 2.70
N1 -4.57 -4.77 5.23
C4 -5.04 -6.21 5.23
N2 -6.44 -6.01 5.80
C5 -6.66 -4.51 6.08
N3 -7.84 -4.07 6.64
N4 -5.40 -3.75 5.68
P1 -5.11 -2.00 5.81
O1 -4.20 -1.40 4.64
O2 -4.33 -1.51 7.31
O3 -6.63 -1.15 5.72
H1 -0.29 -3.58 4.68
H2 -0.14 -3.59 6.63
H3 0.09 -5.22 5.70
H4 -4.47 -7.19 4.92
H5 -8.38 -4.75 7.25
H6 -8.21 -3.09 6.57
H7 -3.65 -0.77 7.14
H8 -7.18 -1.52 4.94
C6 6.71 -0.12 3.82
C7 6.86 0.64 2.66
C8 5.74 1.18 2.03
C9 4.46 0.94 2.55
C10 4.31 0.16 3.69
C11 5.43 -0.36 4.34
C12 2.96 -0.13 4.22
O4 2.82 -0.82 5.23
C13 1.78 0.40 3.52
C14 0.49 0.08 3.97
C15 -0.63 0.59 3.32
C16 -0.47 1.43 2.21
C17 0.80 1.74 1.75
C18 1.93 1.22 2.40
C19 3.28 1.53 1.88
O5 3.42 2.26 0.91
H9 7.58 -0.54 4.32
H10 7.85 0.81 2.25
H11 5.86 1.77 1.13
H12 5.32 -0.96 5.24
H13 0.36 -0.57 4.84
H14 -1.63 0.34 3.67
H15 -1.35 1.83 1.71
H16 0.92 2.39 0.89
C20 -0.27 3.39 -5.18
C21 0.29 2.93 -3.98
C22 -0.46 2.14 -3.11
C23 -1.79 1.82 -3.42
C24 -2.36 2.30 -4.60
C25 -1.60 3.07 -5.49
C26 -3.77 2.00 -4.92
O6 -4.27 2.42 -5.96
C27 -4.57 1.21 -3.96
C28 -5.93 0.97 -4.22
C29 -6.69 0.21 -3.33
C30 -6.10 -0.32 -2.18
C31 -4.75 -0.08 -1.92
C32 -3.99 0.69 -2.81
C33 -2.57 0.97 -2.50
O7 -2.05 0.51 -1.49
H17 0.31 3.99 -5.86
H18 1.32 3.19 -3.74
H19 -0.01 1.79 -2.18
H20 -2.03 3.43 -6.41
H21 -6.40 1.38 -5.12
H22 -7.74 0.03 -3.53
H23 -6.69 -0.92 -1.49
H24 -4.29 -0.49 -1.02
C34 -5.22 -0.14 -9.78
C35 -5.56 -0.76 -10.98
C36 -6.31 -1.93 -10.97
C37 -6.71 -2.50 -9.75
C38 -6.35 -1.89 -8.55
C39 -5.61 -0.70 -8.56
C40 -6.72 -2.51 -7.26
O8 -6.41 -1.98 -6.21
C41 -7.48 -3.78 -7.26
C42 -7.79 -4.40 -6.05
C43 -8.51 -5.60 -6.04
C44 -8.93 -6.17 -7.24
C45 -8.62 -5.55 -8.46
C46 -7.88 -4.36 -8.47
C47 -7.52 -3.73 -9.75
O9 -7.89 -4.23 -10.81
H25 -4.64 0.78 -9.78
H26 -5.24 -0.32 -11.92
H27 -6.58 -2.41 -11.91
H28 -5.33 -0.22 -7.63
H29 -7.47 -3.97 -5.11
H30 -8.75 -6.08 -5.10
H31 -9.50 -7.09 -7.24
H32 -8.95 -6.00 -9.39
C48 7.92 5.58 2.30
C49 7.68 4.25 2.68
C50 8.69 3.50 3.27
C51 9.96 4.06 3.47
C52 10.21 5.37 3.08
C53 9.18 6.14 2.50
C54 11.55 5.96 3.24
O10 11.77 7.12 2.90
C55 12.63 5.13 3.82
C56 13.92 5.66 3.93
C57 14.95 4.89 4.49
C58 14.68 3.60 4.95
C59 13.39 3.07 4.83
C60 12.37 3.84 4.26
C61 11.02 3.26 4.11
O11 10.78 2.12 4.51
H33 7.13 6.17 1.85
H34 6.70 3.81 2.51
H35 8.49 2.47 3.56
H36 9.37 7.17 2.20
H37 14.14 6.67 3.58
H38 15.95 5.30 4.57
H39 15.47 3.00 5.39
H40 13.19 2.06 5.19

Atomic partial charges in e from the Mulliken method, atoms 1 to 2:
1 C -0.89
2 C 0.23